1.
C24H29NO5S as an isolated structure, computed with the ωB97M-V functional and the def2-TZVPD basis.

```
60
C24H29NO5S (the ωB97M-V functional and the def2-TZVPD basis)
C -5.103 -3.515 -0.253
C -5.920 -2.271 -0.650
C -4.932 -1.106 -0.778
N -3.645 -1.644 -0.383
C -2.538 -0.899 -0.477
C -1.274 -1.298 -0.163
C -0.114 -0.635 -0.852
C 1.171 -1.451 -0.889
C 1.918 -1.423 -2.062
C 3.062 -2.208 -2.195
C 3.403 -3.102 -1.171
C 2.619 -3.173 -0.010
C 1.522 -2.314 0.147
C -3.644 -3.060 -0.061
H -5.483 -3.950 0.673
H -5.145 -4.272 -1.039
H -6.435 -2.415 -1.602
H -6.664 -2.031 0.114
H -4.880 -0.708 -1.807
H -5.203 -0.260 -0.127
H -2.710 0.109 -0.872
H -1.108 -2.228 0.386
H -0.449 -0.552 -1.909
H 1.552 -0.829 -2.902
H 3.657 -2.118 -3.106
H 4.275 -3.750 -1.279
H 2.857 -3.883 0.788
H 0.917 -2.340 1.057
H -3.308 -3.223 0.976
H -2.953 -3.627 -0.710
C 3.886 2.512 -2.987
C 2.549 1.878 -3.255
O 2.008 1.418 -1.988
C 0.665 1.409 -1.881
C 0.132 0.791 -0.547
O -0.983 1.412 -0.156
C -1.083 2.463 0.820
S 1.878 1.370 0.825
C 1.724 1.929 2.590
C 1.507 3.277 2.865
C 1.233 3.675 4.179
C 1.286 2.733 5.214
C 1.638 1.404 4.939
C 1.869 1.000 3.616
O 2.866 0.299 0.853
O 2.292 2.665 0.289
O -0.102 1.752 -2.768
H 4.323 2.802 -3.947
H 3.778 3.414 -2.376
H 4.577 1.828 -2.484
H 1.857 2.593 -3.719
H 2.667 0.989 -3.888
H -0.647 2.168 1.782
H -0.629 3.377 0.421
H -2.157 2.606 0.955
H 1.523 4.010 2.061
H 0.971 4.716 4.384
H 1.050 3.038 6.237
H 1.722 0.674 5.746
H 2.157 -0.022 3.374
```

Results
HOMO-LUMO gap, Ha: 0.2656
Energy relative to the best compared isomer or geometry (same formula, charge and spin), kcal/mol: 0.0
Net charge: 0

---

2.
C24H30As3NO18SV as an isolated structure, computed with the ωB97M-V functional and the def2-TZVPD basis.

```
78
C24H30As3NO18SV (the ωB97M-V functional and the def2-TZVPD basis)
V -1.010 1.528 0.910
O -4.413 5.973 -1.303
C -3.601 4.920 -0.991
C -2.215 5.017 -1.077
C -1.476 3.904 -0.728
N -2.068 2.784 -0.359
C -3.383 2.695 -0.221
C -4.210 3.748 -0.547
C -3.811 1.376 0.436
O -4.990 1.088 0.517
O -2.792 0.684 0.817
C 0.041 3.827 -0.591
O 0.732 4.717 -1.061
O 0.403 2.767 0.033
H -3.860 6.729 -1.520
H -1.701 5.925 -1.369
H -5.279 3.668 -0.417
C -2.816 -2.161 -4.831
O -1.685 -2.346 -3.985
C -1.685 -1.585 -2.865
O -2.496 -0.712 -2.689
C -0.546 -1.879 -1.948
C 0.046 -3.078 -1.936
As 1.714 -3.568 -0.891
C 1.108 -5.362 -0.358
C 1.244 -2.313 0.472
C 1.474 -1.055 -0.161
As -0.088 -0.221 -0.959
C 0.557 0.745 -2.530
C 2.796 -0.653 -0.537
O 3.134 0.222 -1.325
O 3.766 -1.364 0.143
C 5.090 -1.020 -0.210
C 0.166 -2.698 1.363
O 0.060 -3.801 1.884
O -0.703 -1.699 1.621
C -1.639 -1.864 2.687
C -0.461 -4.236 -2.733
O -1.397 -4.909 -2.393
O 0.267 -4.623 -3.813
C 1.226 -3.717 -4.371
H -2.716 -2.901 -5.622
H -2.825 -1.153 -5.246
H -3.739 -2.320 -4.276
H 1.334 -6.053 -1.173
H 0.050 -5.389 -0.114
H 1.675 -5.633 0.531
H 1.161 0.103 -3.168
H 1.163 1.578 -2.186
H -0.324 1.109 -3.063
H 5.734 -1.617 0.435
H 5.282 0.043 -0.054
H 5.300 -1.249 -1.258
H -1.663 -0.917 3.226
H -1.333 -2.682 3.336
H -2.625 -2.062 2.269
H 1.376 -4.041 -5.400
H 2.170 -3.762 -3.828
H 0.854 -2.695 -4.365
C 1.712 -0.373 3.846
As 1.335 1.445 3.276
C 2.841 1.978 2.201
C 1.863 2.239 4.990
O 0.261 0.872 2.000
H 2.523 -0.368 4.576
H 1.965 -0.987 2.980
H 0.808 -0.772 4.306
H 3.713 1.411 2.532
H 3.001 3.047 2.338
H 2.633 1.788 1.149
H 2.938 2.051 5.067
H 1.328 1.728 5.787
H 1.648 3.301 5.021
O 0.343 3.357 3.034
S -1.028 2.997 3.586
O -1.585 4.018 4.434
O -1.887 2.746 2.375
O -0.786 1.708 4.294
```

Results
HOMO-LUMO gap (alpha / beta), Ha: 0.2052 / 0.2411
Spin multiplicity: 4
Energy relative to the best compared isomer or geometry (same formula, charge and spin), kcal/mol: 37.4
Net charge: -2

---

3.
C24H30BCrF4N6OS as an isolated structure, computed with the ωB97M-V functional and the def2-TZVPD basis.

```
68
C24H30BCrF4N6OS (the ωB97M-V functional and the def2-TZVPD basis)
Cr -0.178 0.224 -0.202
C 2.803 -0.539 -0.643
N 1.725 0.317 -1.191
C 2.099 1.760 -1.121
C 0.911 2.562 -1.566
C 1.011 3.839 -2.081
C -0.134 4.451 -2.562
C -1.329 3.747 -2.550
C -1.348 2.486 -1.996
N -0.257 1.911 -1.475
C 1.522 -0.091 -2.609
C 0.492 -1.169 -2.688
C 0.431 -2.077 -3.731
C -0.618 -2.979 -3.772
C -1.572 -2.953 -2.766
C -1.434 -2.036 -1.744
N -0.417 -1.161 -1.703
C 2.958 -0.302 0.830
C 4.125 -0.579 1.522
C 4.162 -0.273 2.873
C 3.051 0.311 3.464
C 1.928 0.545 2.693
N 1.876 0.225 1.395
H 3.728 -0.321 -1.187
H 2.538 -1.580 -0.848
H 2.964 1.950 -1.763
H 2.361 2.010 -0.093
H 1.971 4.333 -2.121
H -0.089 5.450 -2.971
H -2.235 4.168 -2.961
H -2.252 1.897 -1.990
H 2.467 -0.409 -3.055
H 1.167 0.767 -3.182
H 1.190 -2.065 -4.501
H -0.691 -3.694 -4.580
H -2.408 -3.637 -2.763
H -2.138 -1.975 -0.928
H 4.984 -1.000 1.019
H 5.053 -0.468 3.453
H 3.056 0.594 4.506
H 1.052 1.015 3.112
C -4.690 0.214 -0.147
S -3.278 1.201 0.271
C -3.457 1.238 2.035
O -2.119 0.192 -0.001
H -4.648 -0.727 0.398
H -4.675 0.051 -1.222
H -5.580 0.782 0.123
H -4.416 1.709 2.245
H -2.655 1.841 2.449
H -3.435 0.213 2.403
F -0.225 1.628 1.199
B -0.425 3.116 1.543
F -0.805 3.074 2.859
F -1.421 3.537 0.698
F 0.790 3.681 1.300
C -0.054 -4.745 2.362
N -0.224 -3.310 2.139
C -0.698 -2.397 3.049
C -0.717 -1.198 2.415
N -0.261 -1.365 1.123
C 0.016 -2.652 0.999
H 0.233 -4.906 3.398
H 0.738 -5.114 1.717
H -0.983 -5.271 2.152
H -0.960 -2.679 4.053
H -0.993 -0.231 2.794
H 0.418 -3.133 0.123
```

Results
HOMO-LUMO gap (alpha / beta), Ha: 0.3022 / 0.3213
Spin multiplicity: 2
Energy relative to the best compared isomer or geometry (same formula, charge and spin), kcal/mol: 0.0
Net charge: +2

---

4.
C24H30Cl2F5N7OSe3SiY as an isolated structure, computed with the ωB97M-V functional and the def2-TZVPD basis.

```
74
C24H30Cl2F5N7OSe3SiY (the ωB97M-V functional and the def2-TZVPD basis)
Y -0.625 0.052 0.175
Se -3.562 -1.184 1.981
Se -2.423 0.725 2.698
C -0.973 -0.218 3.531
C -0.847 -0.277 4.908
C 0.194 -1.035 5.423
C 1.049 -1.685 4.548
C 0.847 -1.540 3.185
N -0.143 -0.807 2.681
C -3.974 -0.650 0.173
C -5.190 -1.077 -0.340
C -5.530 -0.690 -1.623
C -4.667 0.140 -2.323
C -3.486 0.516 -1.725
N -3.117 0.109 -0.501
H -1.545 0.248 5.544
H 0.327 -1.125 6.494
H 1.859 -2.302 4.913
H 1.492 -2.027 2.465
H -5.849 -1.688 0.263
H -6.465 -1.014 -2.062
H -4.901 0.481 -3.322
H -2.792 1.159 -2.248
C 4.386 -0.251 -0.679
N 3.679 -1.506 -0.455
C 4.482 -2.718 -0.325
C 2.332 -1.499 -0.346
N 1.624 -0.425 -0.186
N 1.757 -2.756 -0.456
C 0.484 -3.197 -0.123
N 0.273 -4.497 -0.479
N -0.343 -2.476 0.546
H 5.336 -0.468 -1.159
H 4.578 0.280 0.256
H 3.818 0.392 -1.351
H 4.596 -3.247 -1.277
H 4.055 -3.392 0.415
H 5.473 -2.439 0.023
H 2.208 0.396 -0.081
H 2.314 -3.422 -0.964
H 0.781 -4.869 -1.265
H -0.681 -4.815 -0.431
H -1.186 -2.994 0.771
C 0.446 2.891 3.959
Si 1.130 2.569 2.239
C 1.521 4.237 1.472
C 2.764 1.655 2.450
O 0.094 1.720 1.326
H 0.801 3.849 4.349
H 0.752 2.116 4.667
H -0.649 2.929 3.955
H 2.414 4.665 1.941
H 0.716 4.964 1.626
H 1.723 4.160 0.399
H 3.247 1.950 3.387
H 3.467 1.877 1.640
H 2.607 0.572 2.486
Cl -2.711 3.076 0.270
C -1.294 3.708 -0.560
Cl -0.472 2.425 -1.509
H -0.587 4.058 0.176
H -1.604 4.473 -1.258
F -1.243 1.307 -7.453
C -1.207 0.675 -6.283
C -0.212 0.962 -5.368
F 0.719 1.870 -5.664
C -0.192 0.300 -4.157
F 0.796 0.615 -3.302
C -1.138 -0.661 -3.811
Se -1.037 -1.616 -2.165
C -2.122 -0.924 -4.756
F -3.076 -1.827 -4.501
C -2.166 -0.269 -5.974
F -3.132 -0.537 -6.853
```

Results
HOMO-LUMO gap, Ha: 0.2489
Energy relative to the best compared isomer or geometry (same formula, charge and spin), kcal/mol: 26.1
Net charge: +1

---

5.
C24H30Cl2F6N2O9PPtS2 as an isolated structure, computed with the ωB97M-V functional and the def2-TZVPD basis.

```
77
C24H30Cl2F6N2O9PPtS2 (the ωB97M-V functional and the def2-TZVPD basis)
Pt 0.238 0.850 -0.280
Cl 1.781 3.143 6.678
C 1.302 2.346 5.196
C 0.379 1.285 5.264
C -0.007 0.642 4.124
Cl -1.148 -0.662 4.203
C 0.509 0.996 2.833
O 0.184 0.363 1.792
C 1.410 2.081 2.813
C 1.984 2.513 1.567
O 1.742 2.081 0.443
C 1.809 2.737 3.994
H -0.026 0.979 6.219
H 2.718 3.335 1.660
H 2.528 3.545 3.935
F 2.984 -2.758 -2.989
C 3.728 -2.393 -1.938
F 4.620 -1.503 -2.364
F 4.362 -3.477 -1.499
S 2.594 -1.655 -0.625
O 2.915 -0.237 -0.600
O 1.299 -2.035 -1.105
N 2.873 -2.420 0.731
S 4.281 -2.243 1.466
O 5.317 -1.711 0.620
O 4.550 -3.393 2.272
C 3.983 -0.915 2.706
F 3.897 0.284 2.133
F 5.011 -0.891 3.564
F 2.864 -1.137 3.398
C -0.675 -4.076 0.990
C -1.593 -3.116 0.281
C -2.754 -3.553 -0.349
C -3.577 -2.639 -0.992
C -4.822 -3.091 -1.713
C -3.244 -1.289 -0.987
C -2.108 -0.804 -0.318
C -1.289 -1.766 0.287
N -1.710 0.547 -0.282
C -2.591 1.731 -0.002
C -4.086 1.434 0.127
C -2.430 2.823 -1.050
C -2.151 2.298 1.360
H -0.820 -5.097 0.635
H -0.862 -4.064 2.066
H 0.369 -3.794 0.845
H -3.008 -4.608 -0.352
H -4.914 -4.177 -1.692
H -4.813 -2.773 -2.758
H -5.720 -2.670 -1.253
H -3.855 -0.628 -1.573
H -0.396 -1.456 0.809
H -4.557 1.221 -0.827
H -4.555 2.340 0.520
H -4.291 0.618 0.819
H -2.837 2.503 -2.012
H -1.385 3.075 -1.192
H -2.960 3.723 -0.726
H -2.249 1.533 2.133
H -2.763 3.163 1.635
H -1.106 2.613 1.328
C -0.497 -0.976 -3.272
O 0.705 -0.183 -3.257
P 0.697 1.141 -2.374
O 2.089 1.690 -2.872
C 3.153 2.357 -2.177
O -0.352 2.096 -3.105
C -0.182 2.451 -4.480
H -0.365 -1.704 -4.068
H -1.367 -0.350 -3.476
H -0.617 -1.482 -2.316
H 4.002 2.318 -2.856
H 3.389 1.841 -1.256
H 2.872 3.389 -1.976
H -1.163 2.410 -4.949
H 0.496 1.768 -4.991
H 0.211 3.465 -4.543
```

Results
HOMO-LUMO gap, Ha: 0.2360
Energy relative to the best compared isomer or geometry (same formula, charge and spin), kcal/mol: 23.7
Net charge: -1

---

6.
C24H30Cl5MoN6O2 as an isolated structure, computed with the ωB97M-V functional and the def2-TZVPD basis.

```
68
C24H30Cl5MoN6O2 (the ωB97M-V functional and the def2-TZVPD basis)
Mo 0.253 0.289 0.492
C -3.036 -2.008 1.660
C -1.649 -1.805 1.084
N -0.924 -0.700 1.680
C -1.278 -0.192 2.997
C -1.702 1.254 2.766
N -0.770 1.857 1.775
C 0.223 2.780 2.364
C 1.174 1.956 3.191
N 1.714 0.848 2.349
C 3.127 1.097 1.926
C 3.156 1.574 0.484
N 2.321 0.600 -0.188
C 2.679 -0.170 -1.138
C 3.953 -0.108 -1.908
C 1.668 -1.266 -1.343
C 1.444 -1.879 -2.640
C 0.412 -2.707 -2.820
C -0.426 -3.180 -1.678
C -0.111 -2.455 -0.374
N 1.000 -1.559 -0.260
H -3.004 -2.483 2.641
H -3.680 -2.616 1.031
H -3.533 -1.043 1.761
H -0.425 -0.271 3.673
H -2.082 -0.752 3.468
H -1.726 1.847 3.681
H -2.700 1.265 2.330
H -1.309 2.388 1.097
H -0.267 3.545 2.970
H 0.736 3.278 1.539
H 0.657 1.527 4.048
H 1.981 2.569 3.592
H 1.742 0.015 2.930
H 3.671 0.154 1.997
H 3.612 1.809 2.591
H 4.175 1.603 0.097
H 2.704 2.560 0.364
H 4.123 0.893 -2.303
H 3.974 -0.821 -2.727
H 4.789 -0.351 -1.245
H 2.083 -1.604 -3.466
H 0.208 -3.126 -3.798
H -0.385 -4.271 -1.667
Cl -3.446 -5.956 0.152
C -2.462 -4.574 -0.070
C -1.388 -4.365 0.816
Cl -1.052 -5.584 1.896
C -0.629 -3.063 0.972
Cl 0.593 -3.145 2.223
C -1.385 -1.585 -0.444
O -1.159 -0.297 -0.801
C -1.891 -2.594 -1.583
Cl -2.466 -1.766 -3.015
C -2.824 -3.670 -1.081
Cl -4.297 -3.843 -1.820
C -1.086 3.167 -3.930
N -0.468 3.183 -2.595
C -0.033 4.484 -2.085
C -0.402 2.090 -1.893
O 0.077 2.052 -0.707
H -0.630 3.951 -4.529
H -2.155 3.357 -3.851
H -0.907 2.209 -4.411
H -0.882 5.167 -2.072
H 0.734 4.886 -2.745
H 0.363 4.370 -1.082
H -0.775 1.184 -2.366
```

Results
HOMO-LUMO gap (alpha / beta), Ha: 0.2111 / 0.2112
Net charge: +3

---

7.
C24H30ClN2O2PtSe2 as an isolated structure, computed with the ωB97M-V functional and the def2-TZVPD basis.

```
62
C24H30ClN2O2PtSe2 (the ωB97M-V functional and the def2-TZVPD basis)
Pt -0.208 -0.092 0.339
Cl -6.194 -2.843 3.552
C -4.837 -1.966 2.990
C -4.378 -0.850 3.707
C -3.285 -0.127 3.275
C -2.614 -0.483 2.106
O -1.552 0.280 1.787
C -3.084 -1.592 1.366
C -2.546 -1.950 0.109
N -1.571 -1.346 -0.505
C -1.228 -1.708 -1.846
C -2.095 -2.135 -2.810
C -1.588 -2.531 -4.073
C -0.247 -2.502 -4.332
C 0.662 -2.025 -3.351
C 2.062 -1.964 -3.521
C 2.851 -1.480 -2.507
C 2.248 -1.006 -1.340
N 0.935 -1.049 -1.144
C 0.140 -1.586 -2.126
C -4.197 -2.333 1.836
H -4.896 -0.560 4.612
H -2.943 0.736 3.832
H -3.016 -2.777 -0.420
H -3.161 -2.177 -2.624
H -2.280 -2.875 -4.829
H 0.138 -2.832 -5.288
H 2.505 -2.303 -4.450
H 3.926 -1.430 -2.602
H 2.847 -0.557 -0.561
H -4.557 -3.185 1.274
C 2.463 -1.917 1.842
Se 0.572 -1.577 2.071
C 0.692 -0.278 3.522
C 1.552 0.905 3.144
Se 1.070 1.705 1.435
C -0.319 2.952 1.963
H 2.779 -2.352 2.791
H 3.026 -1.015 1.622
H 2.576 -2.655 1.053
H 1.097 -0.802 4.392
H -0.339 -0.013 3.727
H 2.603 0.646 3.035
H 1.494 1.685 3.905
H 0.196 3.689 2.577
H -1.115 2.449 2.498
H -0.682 3.409 1.046
C 1.368 2.259 -1.793
C -0.048 1.939 -2.188
O -0.915 1.503 -1.073
C -2.311 1.581 -1.556
C -3.338 1.560 -0.460
H 1.926 2.478 -2.704
H 1.878 1.446 -1.288
H 1.418 3.149 -1.165
H -0.117 1.181 -2.973
H -0.508 2.853 -2.561
H -2.456 0.785 -2.289
H -2.368 2.533 -2.082
H -3.333 0.639 0.109
H -4.320 1.660 -0.923
H -3.212 2.399 0.225
```

Results
HOMO-LUMO gap, Ha: 0.2017
Energy relative to the best compared isomer or geometry (same formula, charge and spin), kcal/mol: 0.0
Net charge: +3

---

Number 1: maximum force 2.80 eV/A, E -1760.93039 hartree. Number 2: maximum force 1.08 eV/A, E -10391.33570 hartree. Number 3: maximum force 1.24 eV/A, E -3203.09768 hartree. Number 4: maximum force 1.32 eV/A, E -10342.97154 hartree. Number 5: maximum force 1.90 eV/A, E -4495.97267 hartree. Number 6: maximum force 0.89 eV/A, E -3779.72239 hartree. Number 7: maximum force 1.65 eV/A, E -6573.91315 hartree.